[1]
{
  "formula": "C57H47F5NP3PdSi",
  "method": "wB97M-V/def2-TZVPD",
  "e_homo_ev": [-11.65, -13.36],
  "homo_lumo_gap_ev": [6.91, 5.69],
  "multiplicity": 5,
  "lumo_energy_ev": [-4.74, -7.67],
  "total_charge": 2,
  "symbols": ["Pd", "C", "Si", "C", "C", "C", "C", "C", "C", "P", "C", "C", "C", "C", "C", "C", "C", "C", "C", "C", "C", "C", "C", "C", "C", "C", "C", "C", "P", "C", "C", "C", "C", "C", "C", "C", "C", "C", "C", "C", "C", "H", "H", "H", "H", "H", "H", "H", "H", "H", "H", "H", "H", "H", "H", "H", "H", "H", "H", "H", "H", "H", "H", "H", "H", "H", "H", "H", "H", "H", "H", "H", "N", "C", "C", "C", "C", "C", "C", "P", "C", "C", "C", "C", "C", "C", "C", "C", "C", "C", "C", "C", "H", "H", "H", "H", "H", "H", "H", "H", "H", "H", "H", "H", "H", "H", "H", "H", "F", "C", "F", "C", "F", "F", "F"],
  "xyz": [[0.02, 0.63, -0.68], [1.50, -0.29, -3.99], [1.62, -0.30, -2.15], [3.08, 0.74, -1.61], [3.73, 1.52, -2.57], [4.73, 2.42, -2.22], [5.10, 2.56, -0.89], [4.48, 1.79, 0.08], [3.48, 0.89, -0.27], [2.76, -0.21, 0.99], [2.89, 0.68, 2.55], [3.46, 0.12, 3.69], [3.47, 0.83, 4.88], [2.93, 2.11, 4.94], [2.36, 2.67, 3.81], [2.34, 1.96, 2.62], [3.89, -1.64, 1.02], [4.96, -1.70, 0.13], [5.81, -2.81, 0.12], [5.60, -3.85, 1.01], [4.53, -3.79, 1.90], [3.68, -2.69, 1.89], [1.41, -2.03, -1.43], [1.85, -2.98, -2.36], [1.69, -4.35, -2.21], [1.02, -4.80, -1.09], [0.57, -3.90, -0.14], [0.75, -2.52, -0.26], [0.45, -1.69, 1.39], [-0.44, -0.22, 2.16], [-0.25, -0.29, 3.51], [-0.65, 0.73, 4.41], [-1.21, 1.91, 3.91], [-1.41, 2.08, 2.58], [-1.12, 1.00, 1.57], [-0.36, -2.99, 2.38], [0.30, -3.62, 3.42], [-0.36, -4.55, 4.21], [-1.68, -4.85, 3.96], [-2.36, -4.22, 2.92], [-1.70, -3.29, 2.13], [2.47, -0.52, -4.44], [1.19, 0.69, -4.36], [0.78, -1.02, -4.35], [3.45, 1.44, -3.62], [5.22, 3.00, -2.99], [5.88, 3.25, -0.62], [4.79, 1.89, 1.12], [3.92, -0.86, 3.65], [3.93, 0.40, 5.76], [2.96, 2.66, 5.87], [1.95, 3.67, 3.84], [1.90, 2.42, 1.74], [5.16, -0.90, -0.58], [6.64, -2.84, -0.57], [6.26, -4.70, 1.02], [4.36, -4.59, 2.61], [2.86, -2.67, 2.60], [2.36, -2.64, -3.26], [2.07, -5.03, -2.95], [0.85, -5.86, -0.94], [0.08, -4.32, 0.72], [0.23, -1.15, 3.95], [-0.49, 0.59, 5.46], [-1.47, 2.71, 4.59], [-1.81, 3.00, 2.19], [-0.36, 1.52, 0.95], [1.34, -3.39, 3.64], [0.17, -5.03, 5.03], [-2.20, -5.57, 4.58], [-3.39, -4.45, 2.72], [-2.24, -2.81, 1.32], [0.37, 2.67, -1.28], [-0.47, 3.02, -2.40], [0.12, 3.66, -3.48], [-0.65, 4.01, -4.58], [-2.00, 3.71, -4.58], [-2.58, 3.06, -3.50], [-1.82, 2.68, -2.39], [-2.70, 1.71, -1.05], [-2.72, 0.15, -2.08], [-3.67, -0.87, -1.85], [-3.74, -2.00, -2.64], [-2.84, -2.18, -3.68], [-1.89, -1.21, -3.93], [-1.83, -0.06, -3.13], [-4.41, 2.31, -1.09], [-5.40, 1.67, -1.83], [-6.68, 2.21, -1.90], [-6.98, 3.39, -1.24], [-5.99, 4.03, -0.51], [-4.71, 3.51, -0.43], [0.08, 3.23, -0.47], [1.35, 2.84, -1.48], [1.17, 3.91, -3.45], [-0.19, 4.51, -5.42], [-2.62, 3.99, -5.43], [-3.63, 2.82, -3.54], [-4.40, -0.76, -1.06], [-4.50, -2.74, -2.45], [-2.90, -3.06, -4.31], [-1.20, -1.32, -4.76], [-1.09, 0.68, -3.40], [-5.19, 0.77, -2.38], [-7.43, 1.70, -2.49], [-7.97, 3.80, -1.29], [-6.21, 4.96, 0.01], [-3.96, 4.03, 0.14], [-2.22, -0.71, 0.37], [-2.40, 0.63, 0.68], [-2.08, 2.91, 0.00], [-3.65, 0.61, 1.60], [-4.02, 1.83, 1.97], [-3.40, -0.11, 2.70], [-4.69, 0.03, 0.99]]
}


[2]
{
  "formula": "C57H47LiNO3PSSe2",
  "method": "wB97M-V/def2-TZVPD",
  "e_homo_ev": -1.84,
  "homo_lumo_gap_ev": 5.72,
  "multiplicity": 1,
  "lumo_energy_ev": 3.88,
  "total_charge": -2,
  "symbols": ["Li", "O", "C", "C", "C", "C", "C", "C", "C", "C", "C", "O", "C", "C", "C", "C", "C", "C", "C", "C", "C", "C", "C", "C", "N", "C", "C", "C", "C", "C", "C", "C", "C", "C", "C", "C", "C", "H", "H", "H", "H", "H", "H", "H", "H", "H", "H", "H", "H", "H", "H", "H", "H", "H", "H", "H", "H", "H", "H", "H", "H", "H", "H", "H", "Se", "P", "Se", "C", "C", "C", "C", "C", "C", "C", "C", "C", "C", "C", "C", "H", "H", "H", "H", "H", "H", "H", "H", "H", "H", "O", "S", "C", "C", "C", "C", "C", "C", "C", "C", "C", "C", "C", "C", "H", "H", "H", "H", "H", "H", "H", "H", "H", "H"],
  "xyz": [[-0.61, 0.68, 0.69], [-1.00, 1.53, -0.83], [-1.23, 2.88, -0.83], [-0.81, 3.64, 0.47], [-1.27, 3.18, 1.82], [-1.79, 4.05, 2.79], [-2.17, 3.57, 4.02], [-1.89, 2.24, 4.30], [-1.31, 1.43, 3.34], [-0.97, -0.01, 3.75], [-1.32, -1.17, 2.81], [-1.14, -0.94, 1.46], [-0.42, -2.34, 3.22], [-0.09, -3.37, 2.32], [0.54, -4.54, 2.75], [1.02, -4.64, 4.06], [0.82, -3.60, 4.88], [0.13, -2.44, 4.48], [-2.89, -1.55, 2.94], [-3.38, -2.34, 4.02], [-4.66, -2.85, 3.97], [-5.51, -2.54, 2.93], [-5.08, -1.63, 1.93], [-3.79, -1.24, 1.91], [-0.96, 1.90, 2.16], [-0.37, 3.48, -2.01], [-0.69, 3.30, -3.39], [0.11, 3.82, -4.40], [1.30, 4.48, -4.12], [1.71, 4.59, -2.83], [0.84, 4.16, -1.80], [-2.76, 3.10, -1.15], [-3.32, 4.25, -1.66], [-4.65, 4.29, -2.03], [-5.49, 3.22, -1.75], [-4.98, 2.10, -1.11], [-3.64, 2.02, -0.83], [-1.14, 4.72, 0.32], [0.32, 3.57, 0.49], [-1.94, 5.09, 2.48], [-2.57, 4.23, 4.81], [-2.18, 1.78, 5.25], [-1.51, -0.13, 4.72], [0.11, -0.12, 3.95], [-0.41, -3.31, 1.27], [0.75, -5.34, 2.08], [1.63, -5.47, 4.42], [1.21, -3.61, 5.90], [-0.07, -1.72, 5.24], [-2.72, -2.58, 4.86], [-5.05, -3.49, 4.79], [-6.53, -2.96, 3.00], [-5.81, -1.25, 1.21], [-3.36, -0.60, 1.13], [-1.62, 2.79, -3.67], [-0.19, 3.67, -5.44], [1.84, 4.90, -4.95], [2.61, 5.11, -2.57], [1.16, 4.32, -0.79], [-2.67, 5.11, -1.90], [-5.03, 5.20, -2.51], [-6.56, 3.23, -1.99], [-5.73, 1.36, -0.81], [-3.24, 1.11, -0.38], [2.86, 1.05, 1.83], [4.31, 1.00, 0.20], [3.63, 0.90, -1.85], [5.40, 2.38, 0.41], [4.99, 3.65, 0.00], [5.84, 4.74, 0.16], [7.10, 4.58, 0.67], [7.47, 3.33, 1.20], [6.68, 2.23, 0.97], [5.28, -0.51, 0.55], [5.79, -1.30, -0.48], [6.31, -2.53, -0.21], [6.39, -2.99, 1.10], [5.96, -2.15, 2.13], [5.52, -0.89, 1.87], [4.03, 3.84, -0.47], [5.53, 5.71, -0.20], [7.76, 5.48, 0.63], [8.43, 3.20, 1.67], [7.07, 1.27, 1.18], [5.69, -0.90, -1.48], [6.64, -3.17, -1.03], [6.78, -3.98, 1.30], [6.06, -2.46, 3.18], [5.33, -0.19, 2.69], [0.13, -2.37, -1.77], [-1.20, -2.29, -2.41], [-2.00, -3.90, -2.22], [-3.40, -3.91, -2.09], [-4.04, -5.07, -1.57], [-3.31, -6.21, -1.32], [-1.92, -6.21, -1.55], [-1.24, -5.07, -2.03], [-0.80, -2.03, -4.12], [-1.84, -1.71, -4.99], [-1.53, -1.17, -6.22], [-0.23, -1.34, -6.69], [0.80, -1.78, -5.88], [0.53, -2.16, -4.57], [-3.99, -3.10, -2.49], [-5.10, -5.03, -1.30], [-3.75, -7.14, -0.95], [-1.34, -7.10, -1.32], [-0.15, -5.10, -2.25], [-2.89, -1.70, -4.66], [-2.29, -0.63, -6.82], [0.02, -1.14, -7.75], [1.82, -1.84, -6.32], [1.28, -2.59, -3.91]]
}


[3]
{
  "formula": "C57H48AsCsF18N9O2S3",
  "method": "wB97M-V/def2-TZVPD",
  "e_homo_ev": [-2.88, -3.24],
  "homo_lumo_gap_ev": [6.31, 6.68],
  "multiplicity": 2,
  "lumo_energy_ev": [3.44, 3.44],
  "total_charge": -2,
  "symbols": ["Cs", "C", "C", "C", "C", "C", "N", "C", "C", "C", "C", "C", "C", "C", "C", "O", "C", "F", "F", "F", "C", "F", "F", "F", "C", "C", "C", "O", "C", "F", "F", "F", "C", "F", "F", "F", "H", "H", "H", "H", "H", "H", "H", "H", "H", "H", "H", "H", "C", "C", "C", "C", "N", "C", "C", "C", "C", "C", "C", "N", "C", "C", "C", "C", "C", "N", "H", "H", "H", "H", "H", "H", "H", "H", "H", "H", "H", "S", "C", "N", "C", "C", "N", "C", "C", "C", "C", "C", "C", "C", "C", "S", "C", "C", "C", "C", "C", "C", "C", "H", "H", "H", "H", "H", "H", "H", "H", "H", "H", "H", "H", "H", "H", "H", "H", "H", "H", "F", "As", "F", "F", "F", "F", "F", "C", "C", "C", "N", "N", "C", "N", "S", "H", "H", "H", "H", "H", "H", "H"],
  "xyz": [[1.02, 0.05, -0.38], [4.16, 2.51, 6.13], [3.72, 1.48, 5.13], [4.61, 0.55, 4.60], [4.19, -0.36, 3.64], [2.88, -0.34, 3.15], [2.61, -1.16, 2.05], [2.88, -2.49, 2.15], [2.78, -3.15, 3.39], [3.04, -4.50, 3.52], [3.44, -5.24, 2.42], [3.76, -6.70, 2.53], [3.54, -4.59, 1.18], [3.25, -3.25, 0.99], [3.28, -2.57, -0.42], [2.10, -2.10, -0.76], [3.72, -3.59, -1.53], [4.96, -4.14, -1.36], [2.86, -4.64, -1.59], [3.71, -3.05, -2.74], [4.44, -1.45, -0.39], [5.25, -1.47, -1.47], [3.95, -0.22, -0.31], [5.27, -1.61, 0.68], [1.96, 0.57, 3.70], [2.41, 1.45, 4.67], [0.48, 0.48, 3.26], [0.32, -0.14, 2.11], [-0.29, -0.28, 4.40], [-0.11, 0.18, 5.66], [0.09, -1.57, 4.43], [-1.63, -0.28, 4.19], [-0.13, 1.93, 3.15], [-0.54, 2.48, 4.34], [0.73, 2.79, 2.62], [-1.22, 1.94, 2.37], [5.07, 2.19, 6.65], [3.39, 2.68, 6.88], [4.38, 3.47, 5.65], [5.64, 0.53, 4.94], [4.90, -1.06, 3.21], [2.46, -2.57, 4.24], [2.93, -4.98, 4.49], [3.57, -7.07, 3.54], [4.82, -6.89, 2.30], [3.17, -7.29, 1.83], [3.86, -5.20, 0.35], [1.70, 2.15, 5.11], [-3.20, 2.51, -4.40], [-3.56, 1.53, -5.31], [-3.24, 0.21, -5.03], [-2.55, -0.07, -3.85], [-2.23, 0.86, -2.97], [-2.54, 2.12, -3.25], [-2.13, -1.47, -3.52], [-1.99, -2.43, -4.52], [-1.61, -3.71, -4.16], [-1.36, -3.99, -2.83], [-1.50, -2.96, -1.90], [-1.88, -1.73, -2.24], [-1.21, -3.21, -0.46], [-0.18, -4.07, -0.10], [0.08, -4.30, 1.24], [-0.68, -3.63, 2.18], [-1.67, -2.77, 1.72], [-1.96, -2.56, 0.44], [-3.42, 3.56, -4.58], [-4.09, 1.78, -6.22], [-3.52, -0.57, -5.72], [-2.25, 2.85, -2.50], [-2.15, -2.17, -5.56], [-1.49, -4.48, -4.91], [-1.07, -4.98, -2.51], [0.45, -4.51, -0.87], [0.89, -4.95, 1.54], [-0.50, -3.73, 3.24], [-2.24, -2.20, 2.45], [-3.41, 4.14, -0.11], [-4.09, 3.28, 1.11], [-4.38, 3.77, 2.33], [-4.91, 2.89, 3.36], [-4.16, 1.59, 3.29], [-4.36, 1.01, 1.97], [-4.48, -0.44, 1.88], [-5.86, -0.93, 2.25], [-6.16, -1.28, 3.56], [-7.44, -1.67, 3.91], [-8.44, -1.73, 2.95], [-8.14, -1.40, 1.64], [-6.86, -1.00, 1.28], [-4.43, 1.80, 0.88], [-4.86, 1.30, -0.62], [-4.40, 5.20, 2.59], [-3.70, 5.54, 3.88], [-2.44, 5.01, 4.13], [-1.75, 5.34, 5.28], [-2.32, 6.22, 6.20], [-3.57, 6.76, 5.95], [-4.26, 6.42, 4.80], [-5.99, 2.73, 3.21], [-4.76, 3.36, 4.33], [-4.52, 0.88, 4.03], [-3.09, 1.76, 3.47], [-3.74, -0.85, 2.58], [-4.20, -0.74, 0.87], [-5.38, -1.26, 4.31], [-7.66, -1.95, 4.94], [-9.44, -2.04, 3.22], [-8.91, -1.45, 0.88], [-6.62, -0.73, 0.26], [-5.44, 5.55, 2.59], [-3.89, 5.68, 1.76], [-1.99, 4.32, 3.41], [-0.77, 4.91, 5.46], [-1.78, 6.48, 7.10], [-4.02, 7.44, 6.67], [-5.25, 6.83, 4.61], [0.69, 1.63, -2.34], [1.44, 1.97, -3.89], [0.67, 3.55, -3.85], [2.81, 2.59, -2.99], [2.24, 2.44, -5.36], [2.18, 0.41, -3.90], [0.08, 1.34, -4.75], [5.77, 4.10, -2.01], [5.26, 4.45, -0.61], [3.76, 4.42, -0.53], [3.11, 3.71, 0.32], [1.75, 3.75, 0.14], [1.41, 4.51, -0.85], [0.10, 4.73, -1.22], [2.74, 5.28, -1.64], [6.86, 4.01, -2.01], [5.50, 4.87, -2.74], [5.34, 3.17, -2.36], [5.63, 5.43, -0.30], [5.61, 3.71, 0.11], [-0.50, 4.11, -0.70], [-0.03, 4.58, -2.22]]
}


[4]
{
  "formula": "C57H48FN6PSTi",
  "method": "wB97M-V/def2-TZVPD",
  "e_homo_ev": -6.33,
  "homo_lumo_gap_ev": 5.97,
  "multiplicity": 1,
  "lumo_energy_ev": -0.36,
  "symbols": ["Ti", "C", "C", "C", "C", "N", "C", "N", "C", "N", "C", "N", "C", "C", "C", "C", "C", "N", "C", "C", "C", "C", "C", "C", "H", "H", "H", "H", "H", "H", "H", "H", "H", "H", "H", "H", "C", "C", "C", "C", "C", "C", "P", "C", "C", "C", "C", "C", "C", "C", "C", "C", "C", "C", "C", "H", "H", "H", "H", "H", "H", "H", "H", "H", "H", "H", "H", "H", "H", "C", "N", "C", "C", "C", "C", "C", "C", "C", "C", "H", "H", "H", "H", "H", "H", "H", "H", "H", "H", "H", "H", "H", "F", "C", "C", "C", "C", "C", "C", "H", "H", "H", "H", "S", "C", "C", "C", "C", "C", "C", "H", "H", "H", "H", "H"],
  "xyz": [[0.17, -0.25, -0.23], [-1.79, -0.10, 3.68], [-1.25, -1.14, 4.40], [-0.35, -1.98, 3.78], [0.01, -1.76, 2.45], [-0.46, -0.68, 1.77], [-1.33, 0.13, 2.40], [0.77, -2.74, 1.86], [1.50, -2.57, 0.82], [1.78, -1.39, 0.15], [2.94, -1.63, -0.62], [3.87, -0.86, -1.04], [4.08, 0.47, -0.64], [5.23, 1.07, -1.16], [5.56, 2.35, -0.75], [4.76, 2.97, 0.20], [3.64, 2.29, 0.66], [3.29, 1.08, 0.24], [3.14, -3.09, -0.70], [4.02, -3.86, -1.44], [4.01, -5.23, -1.22], [3.18, -5.81, -0.26], [2.32, -5.02, 0.49], [2.30, -3.67, 0.24], [-2.52, 0.57, 4.12], [-1.55, -1.31, 5.43], [0.08, -2.84, 4.27], [-1.81, 0.86, 1.77], [5.82, 0.51, -1.87], [6.43, 2.85, -1.16], [4.99, 3.96, 0.57], [2.98, 2.73, 1.40], [4.68, -3.39, -2.16], [4.67, -5.87, -1.80], [3.21, -6.87, -0.10], [1.67, -5.45, 1.25], [-5.22, 0.36, -5.04], [-4.94, 1.62, -4.53], [-4.40, 1.74, -3.26], [-4.15, 0.61, -2.47], [-4.39, -0.65, -3.02], [-4.93, -0.77, -4.29], [-3.42, 0.87, -0.80], [-4.89, 1.35, 0.20], [-4.74, 1.33, 1.59], [-5.76, 1.76, 2.43], [-6.95, 2.23, 1.89], [-7.11, 2.25, 0.51], [-6.09, 1.82, -0.33], [-3.05, -0.81, -0.24], [-4.13, -1.64, 0.10], [-3.94, -2.98, 0.33], [-2.66, -3.50, 0.18], [-1.60, -2.68, -0.12], [-1.72, -1.28, -0.28], [-5.64, 0.26, -6.03], [-5.14, 2.51, -5.12], [-4.18, 2.73, -2.86], [-4.15, -1.53, -2.45], [-5.13, -1.75, -4.69], [-3.82, 0.95, 2.02], [-5.62, 1.73, 3.50], [-7.75, 2.56, 2.54], [-8.04, 2.60, 0.08], [-6.25, 1.83, -1.40], [-5.13, -1.22, 0.15], [-4.78, -3.62, 0.60], [-2.49, -4.57, 0.31], [-0.64, -3.15, -0.24], [-2.03, 4.60, -1.77], [-2.06, 3.76, -0.55], [-3.01, 4.31, 0.44], [-0.72, 3.49, 0.10], [0.32, 3.01, -0.88], [1.06, 4.03, -1.50], [1.98, 3.74, -2.49], [2.17, 2.42, -2.85], [1.47, 1.42, -2.20], [0.53, 1.65, -1.17], [-3.04, 4.66, -2.18], [-1.36, 4.17, -2.50], [-1.70, 5.60, -1.51], [-2.40, 2.81, -0.81], [-2.75, 5.34, 0.67], [-2.96, 3.73, 1.35], [-4.03, 4.26, 0.04], [-0.89, 2.73, 0.87], [-0.41, 4.41, 0.60], [0.90, 5.06, -1.20], [2.55, 4.54, -2.96], [2.87, 2.16, -3.63], [1.71, 0.41, -2.50], [-0.68, -2.32, -6.08], [-0.52, -1.90, -4.81], [-1.05, -0.68, -4.43], [-0.88, -0.27, -3.12], [-0.17, -1.02, -2.16], [0.33, -2.24, -2.61], [0.17, -2.69, -3.92], [-1.60, -0.08, -5.14], [-1.29, 0.69, -2.84], [0.87, -2.90, -1.93], [0.59, -3.63, -4.24], [0.51, 2.10, 2.84], [0.12, 3.74, 3.28], [-1.21, 4.17, 3.42], [-1.52, 5.48, 3.76], [-0.52, 6.41, 3.97], [0.81, 6.01, 3.84], [1.13, 4.70, 3.51], [-2.00, 3.43, 3.29], [-2.56, 5.76, 3.89], [-0.75, 7.43, 4.25], [1.60, 6.72, 4.02], [2.16, 4.39, 3.42]]
}


It is found that the ΔE to the lowest compared entry with this formula, charge and spin values, taken in the order of the records, are 7.2, 0.0, 0.0, 14.6 kcal per mole.